[1]
17
Properties=species:S:1:pos:R:3 method="wB97M-V/def2-TZVPD" charge=+1 spin_multiplicity=1 homo_energy_ev=-12.916 de_lowest_kcal_mol=163.55 orbital_gap_ev=7.21
C -0.1206 -0.1191 -0.4863
C -1.7333 -1.7623 0.4047
C 1.1062 1.8302 -0.5269
C 1.7040 0.7867 -1.4963
N 0.0162 1.0133 0.0982
N -1.7473 -1.6905 1.7253
N 0.6850 -0.3579 -1.4370
O -0.7519 -1.0364 2.3718
O -2.4366 -2.4547 2.4193
Br -3.1466 -2.1322 -0.6508
H 1.7896 2.3006 0.2414
H 0.6519 2.5968 -1.0511
H 1.6238 1.2338 -2.4528
H 2.6932 0.4815 -1.4120
H -0.6195 1.6184 0.6644
H -0.8291 -1.0487 3.3192
H 1.1149 -1.2597 -1.7312

---

[2]
13
Properties=species:S:1:pos:R:3 method="wB97M-V/def2-TZVPD" spin_multiplicity=1 homo_energy_ev=-8.592 de_lowest_kcal_mol=95.56 orbital_gap_ev=9.17
C 2.6888 1.4918 0.3675
C 3.4923 1.7156 1.3935
C 0.1340 -1.4844 0.4161
C 0.1856 -0.0868 0.0588
O -0.6882 0.6563 0.5946
Cl 2.2199 2.6513 -0.7190
Cl 3.9585 3.4381 1.8113
Cl 4.2275 0.4774 2.2916
H -0.0823 -1.9218 -0.5299
H -0.5226 -1.5243 1.2580
H 1.1952 -1.8624 0.5518
H 2.3107 0.5327 0.1459
H -1.3061 0.0426 1.1541

---

[3]
21
Properties=species:S:1:pos:R:3 method="wB97M-V/def2-TZVPD" spin_multiplicity=1 homo_energy_ev=-8.379 de_lowest_kcal_mol=99.04 orbital_gap_ev=9.05 smiles="C=C/C(N)=C/C.O.O"
C -1.1985 1.1829 -1.5772
N 1.6717 0.7637 -0.5666
C 0.6189 -0.1249 -0.4836
C -0.6568 -0.0419 -0.8101
C 1.4658 -2.5273 -0.2213
C 0.9863 -1.3439 0.3061
H -1.5352 1.9465 -0.8462
H -1.9770 0.7471 -2.2122
H -0.5346 1.8692 -2.1990
H 1.7368 1.2875 -1.4256
H 2.5774 0.7840 -0.0488
H -1.4285 -0.6166 -0.5392
H 1.1681 -2.7008 -1.2189
H 1.8291 -3.2688 0.5102
H 0.7194 -1.0899 1.3278
H -0.9318 -2.3519 1.3588
H -1.4508 -0.9667 2.1420
O -1.7241 -1.9865 2.0533
H -0.9766 3.2984 1.6990
H -0.0462 2.5199 0.9397
O -0.3135 2.6199 1.8120

---

[4]
102
Properties=species:S:1:pos:R:3 method="wB97M-V/def2-TZVPD" spin_multiplicity=1 homo_energy_ev=-9.447 de_lowest_kcal_mol=170.29 orbital_gap_ev=8.42 smiles="[H]/N=C(/C)COC(=O)O[C@H](C)CCC.O=C1c2ccccc2C(=O)c2ccccc21.O=C1c2ccccc2C(=O)c2ccccc21.O=C1c2ccccc2C(=O)c2ccccc21"
C -2.7250 0.0087 -8.4590
C -2.6868 1.0526 -7.1892
C -3.6740 0.6598 -5.9407
C -2.9972 -0.3445 -4.8196
C -2.0418 -1.5329 -5.5081
O -2.3437 0.3465 -3.6970
C -1.2111 1.1779 -4.1306
O -1.3543 2.5293 -4.0308
O 0.0950 0.7036 -4.6143
C 0.6577 -0.3316 -3.6910
C 1.7381 -1.2607 -4.5422
C 1.3480 -2.5633 -5.4615
N 3.0616 -0.8809 -4.4834
H -2.7456 0.5965 -9.4803
H -3.5493 -0.8224 -8.3871
H -1.6818 -0.5715 -8.4329
H -1.5658 1.2372 -6.8980
H -3.0888 2.0944 -7.6134
H -4.0617 1.6657 -5.4354
H -4.6583 0.1099 -6.3277
H -3.9111 -0.9480 -4.3441
H -2.7032 -2.1446 -6.2911
H -1.6740 -2.2323 -4.6447
H -1.1404 -1.0470 -6.1210
H 1.1878 0.2744 -2.8229
H -0.1733 -1.0525 -3.2639
H 1.4267 -2.3689 -6.6302
H 0.2924 -3.0261 -5.1879
H 2.1311 -3.4338 -5.2411
H 3.0933 -0.0356 -3.8799
C -3.2821 7.5558 3.8750
C -2.4273 8.1978 2.9793
C -2.0364 7.5543 1.8039
C -2.4921 6.2593 1.5288
C -3.3269 5.6081 2.4361
C -3.7323 6.2624 3.6067
C -3.7737 4.2236 2.1801
O -4.5099 3.6522 2.9749
C -3.3136 3.5351 0.9577
C -3.6824 2.2027 0.7311
C -3.2626 1.5483 -0.4291
C -2.4834 2.2234 -1.3681
C -2.1098 3.5491 -1.1423
C -2.5179 4.2029 0.0280
C -2.0878 5.5934 0.2746
O -1.3991 6.1860 -0.5480
H -3.5942 8.0608 4.7866
H -2.0662 9.2010 3.1945
H -1.3731 8.0636 1.1068
H -4.3949 5.7654 4.3132
H -4.2933 1.6693 1.4577
H -3.5458 0.5120 -0.6005
H -2.1623 1.7162 -2.2753
H -1.4973 4.0682 -1.8775
C -2.5576 3.0454 5.0353
C -3.8756 2.8910 5.4645
C -4.2130 1.8405 6.3194
C -3.2314 0.9336 6.7370
C -1.9188 1.0736 6.2881
C -1.5785 2.1389 5.4443
C -0.8855 0.0942 6.6823
O 0.2685 0.2185 6.2913
C -1.2649 -1.0411 7.5467
C -0.3085 -2.0088 7.8809
C -0.6555 -3.0786 8.7088
C -1.9524 -3.1798 9.2117
C -2.9086 -2.2203 8.8759
C -2.5662 -1.1541 8.0337
C -3.5940 -0.1641 7.6555
O -4.7352 -0.2549 8.0933
H -2.2927 3.8694 4.3764
H -4.6412 3.5901 5.1355
H -5.2429 1.7293 6.6546
H -0.5530 2.2625 5.1008
H 0.7070 -1.9354 7.4950
H 0.0873 -3.8317 8.9628
H -2.2210 -4.0090 9.8626
H -3.9203 -2.3085 9.2684
C 6.1458 -0.7106 -2.3360
C 7.4382 -0.6829 -1.8126
C 8.0330 -1.8611 -1.3583
C 7.3284 -3.0696 -1.4163
C 6.0273 -3.0930 -1.9169
C 5.4385 -1.9125 -2.3887
C 5.2566 -4.3531 -1.9369
O 4.1148 -4.3752 -2.3797
C 5.8783 -5.5834 -1.4079
C 5.1387 -6.7726 -1.3674
C 5.7235 -7.9439 -0.8810
C 7.0476 -7.9333 -0.4435
C 7.7850 -6.7488 -0.4775
C 7.1955 -5.5693 -0.9516
C 7.9722 -4.3139 -0.9501
O 9.1345 -4.3027 -0.5615
H 5.6856 0.2060 -2.6985
H 7.9846 0.2562 -1.7599
H 9.0442 -1.8327 -0.9558
H 4.4281 -1.9256 -2.7934
H 4.1053 -6.7902 -1.7100
H 5.1457 -8.8650 -0.8456
H 7.5057 -8.8471 -0.0713
H 8.8167 -6.7471 -0.1297